{
  "formula": "CHgLiO2",
  "method": "ωB97M-V with the def2-TZVPD basis set",
  "species": ["O", "C", "O", "Hg", "Li"],
  "xyz": [[-0.547, 1.107, 0.039], [0.223, 0.447, 0.844], [0.348, -0.818, 0.478], [1.674, 0.003, -1.058], [-1.699, -0.739, -0.303]],
  "s2": 0.7646,
  "spin_multiplicity": 2,
  "homo_ev": [-7.484, -7.574],
  "orbital_gap_ev": [6.33, 6.26],
  "charge": 0
}